Here is a cluster of 7 separate species, C40H36BNO28P in total from OMol25. Energies are from ωB97M-V/def2-TZVPD.

Properties
HOMO-LUMO gap ... 5.799 eV

ORCA input file:
```
! RIJCOSX wB97M-V def2-TZVPD def2/J DEFGRID3
* xyz 1 1
C 3.91 3.25 5.55
O 2.48 2.92 5.55
B 1.89 3.18 4.25
O 2.41 2.53 3.05
P 0.37 4.33 4.00
N -1.09 3.49 4.57
C 0.44 5.96 4.95
C 1.95 6.45 5.30
O 2.56 6.79 4.03
C 3.97 6.63 4.05
O 4.50 5.97 3.12
H 4.06 4.00 6.42
H 4.59 2.35 5.67
H 4.20 3.82 4.60
H 3.04 3.13 2.58
H 0.22 4.66 2.60
H -1.60 4.15 5.19
H -1.71 3.38 3.75
H -0.27 6.02 5.87
H 0.04 6.77 4.23
H 2.47 5.61 5.88
H 1.88 7.35 6.03
H 4.68 7.09 4.82
C -1.64 7.26 8.94
C -1.89 7.89 10.10
C -3.09 7.55 10.92
O -3.28 8.13 11.97
C -4.01 6.53 10.41
C -3.76 5.90 9.26
C -2.55 6.22 8.45
O -2.34 5.61 7.41
O -4.61 4.95 8.77
O -1.06 8.85 10.56
H -0.78 7.49 8.34
H -4.88 6.30 11.01
H -4.21 4.65 7.93
H -1.46 9.15 11.41
C 0.63 -2.12 2.43
C 1.24 -0.96 2.19
C 1.51 -0.49 0.80
O 2.05 0.58 0.62
C 1.12 -1.37 -0.30
C 0.52 -2.54 -0.07
C 0.22 -2.99 1.32
O -0.35 -4.05 1.50
O 0.15 -3.37 -1.08
O 1.63 -0.14 3.21
H 0.42 -2.47 3.44
H 1.35 -1.03 -1.31
H -0.26 -4.14 -0.66
H 2.04 0.64 2.78
C 3.05 2.86 -1.68
C 3.65 4.02 -1.91
C 3.93 4.49 -3.30
O 4.47 5.57 -3.48
C 3.54 3.61 -4.41
C 2.94 2.44 -4.17
C 2.63 1.99 -2.78
O 2.06 0.93 -2.60
O 2.57 1.62 -5.19
O 4.04 4.84 -0.89
H 2.84 2.51 -0.67
H 3.76 3.95 -5.41
H 2.15 0.84 -4.76
H 4.45 5.61 -1.32
C -0.33 -5.46 -5.30
C -0.58 -4.85 -4.14
C -1.78 -5.20 -3.32
O -1.98 -4.63 -2.26
C -2.69 -6.23 -3.84
C -2.44 -6.84 -5.00
C -1.23 -6.51 -5.80
O -1.02 -7.10 -6.85
O -3.27 -7.79 -5.49
O 0.25 -3.87 -3.66
H 0.54 -5.22 -5.90
H -3.57 -6.46 -3.24
H -2.87 -8.08 -6.34
H -0.15 -3.58 -2.81
C 5.70 -5.61 -7.07
C 4.40 -5.73 -6.78
C 3.40 -4.76 -7.31
O 2.22 -4.91 -7.04
C 3.89 -3.65 -8.14
C 5.18 -3.54 -8.43
C 6.18 -4.52 -7.92
O 7.36 -4.40 -8.21
O 5.65 -2.52 -9.19
O 3.94 -6.74 -5.99
H 6.44 -6.31 -6.69
H 3.15 -2.95 -8.51
H 6.62 -2.66 -9.25
H 2.97 -6.60 -5.93
C -6.97 -4.64 -2.79
C -8.29 -4.42 -2.85
C -9.25 -5.51 -3.16
O -10.44 -5.27 -3.19
C -8.71 -6.85 -3.42
C -7.39 -7.07 -3.36
C -6.43 -5.98 -3.02
O -5.24 -6.23 -2.96
O -6.88 -8.31 -3.60
O -8.80 -3.18 -2.63
H -6.26 -3.86 -2.56
H -9.42 -7.63 -3.66
H -5.91 -8.21 -3.50
H -9.77 -3.28 -2.73
*
```

Here is a structure of composition C40H36BrN9O4S5Ti from OMol25. Energies are from ωB97M-V/def2-TZVPD.

Properties
HOMO-LUMO gap (alpha / beta) ... 5.378 / 4.914 eV

ORCA input file:
```
! RIJCOSX wB97M-V def2-TZVPD def2/J DEFGRID3
* xyz -1 2
Ti -1.08 0.12 2.50
N 1.06 4.64 3.43
C 0.60 3.68 2.59
S 1.34 3.42 1.09
N -0.45 3.06 3.14
N -1.09 2.18 2.36
C -2.13 2.68 1.62
C -2.66 4.05 1.82
C -2.71 4.65 3.05
C -3.07 5.97 3.19
C -3.66 6.63 2.15
C -3.67 6.04 0.86
C -3.09 4.77 0.69
C -2.52 1.76 0.66
C -3.43 1.92 -0.40
C -3.50 0.92 -1.37
C -2.66 -0.18 -1.32
C -1.79 -0.31 -0.25
N -1.70 0.65 0.69
H 1.73 5.31 3.12
H 0.69 4.63 4.36
H -2.45 4.05 3.94
H -2.91 6.51 4.15
H -4.08 7.65 2.24
H -4.08 6.61 0.05
H -2.91 4.42 -0.32
H -4.19 2.69 -0.26
H -4.20 1.07 -2.13
H -2.82 -1.02 -2.07
H -1.11 -1.12 -0.13
C -0.28 0.20 6.89
C -0.37 0.15 5.39
S -1.96 0.38 4.71
C 0.92 0.05 4.70
C 2.23 0.28 5.50
S 1.10 -0.52 3.06
H -1.26 0.39 7.32
H 0.56 0.86 7.26
H -0.07 -0.82 7.29
H 2.25 1.26 6.02
H 3.10 0.20 4.85
H 2.29 -0.51 6.26
C 5.09 -1.78 0.33
O 4.58 -0.57 -0.35
C 4.44 -0.70 -1.69
C 5.25 -1.47 -2.51
C 4.88 -1.75 -3.82
Br 6.17 -2.50 -4.96
C 3.72 -1.25 -4.36
C 2.92 -0.38 -3.54
C 3.30 -0.07 -2.24
O 2.74 0.97 -1.57
C 1.85 0.31 -4.29
N 1.69 0.20 -5.66
C 0.76 1.17 -5.99
C 0.37 1.64 -7.19
C -0.55 2.69 -7.23
C -1.08 3.22 -6.07
C -0.63 2.81 -4.81
C 0.31 1.83 -4.79
N 1.00 1.23 -3.74
H 4.34 -2.58 0.21
H 5.23 -1.46 1.36
H 6.09 -2.10 -0.05
H 6.20 -1.83 -2.10
H 3.44 -1.56 -5.36
H 3.23 1.08 -0.73
H 0.84 1.21 -8.04
H -0.82 3.12 -8.19
H -1.85 4.00 -6.14
H -1.06 3.21 -3.88
H 1.14 1.61 -2.80
N -0.65 -6.39 -3.94
C -0.27 -5.85 -2.75
C -0.24 -4.46 -2.46
C 0.29 -3.97 -1.26
C 0.56 -4.92 -0.28
C 0.57 -6.31 -0.50
C 0.16 -6.76 -1.72
S 0.58 -4.38 1.38
O 1.80 -3.69 1.65
O 0.17 -5.45 2.26
N -0.52 -3.12 1.31
C -1.58 -3.05 2.05
S -2.61 -4.46 2.65
C -3.50 -3.37 3.61
C -3.14 -2.07 3.33
N -2.12 -1.83 2.48
H -1.30 -5.82 -4.47
H -0.91 -7.41 -3.95
H -0.62 -3.76 -3.15
H 0.48 -2.93 -1.09
H 0.95 -6.98 0.26
H 0.21 -7.81 -1.92
H -4.21 -3.69 4.33
H -3.66 -1.19 3.68
*
```

Number 1: molecular weight 1020.49 g/mol, energy -4073.245051 hartree. Number 2: molecular weight 994.89 g/mol, energy -7754.096422 hartree.